C45H118N4O25 | ωB97M-V/def2-TZVPD

XYZ file:
```
192
Properties=species:S:1:pos:R:3:forces:R:3
C -3.600261 0.906132 4.350871 -0.358 0.284 0.432
O -4.513536 -0.142160 4.575242 0.508 -0.369 -0.537
C -4.637839 -0.484725 5.919965 0.440 0.243 1.185
C -5.805938 -1.437236 6.140475 0.228 0.603 0.202
N -6.891528 -1.158444 5.242319 -0.668 0.075 0.187
C -7.725300 -2.276139 4.862566 -0.077 0.048 -0.771
C -7.075244 -3.405127 4.040052 0.201 0.282 0.504
O -6.826177 -3.107534 2.674886 -0.420 -0.136 0.450
C -5.724220 -2.272346 2.474255 1.079 0.030 -1.180
H -2.611766 0.717699 4.783673 -0.042 -0.142 0.027
H -4.034305 1.799356 4.819547 0.357 0.212 -0.128
H -3.489063 1.067632 3.280897 -0.123 -0.091 -0.046
H -4.728307 0.415726 6.555221 -0.559 0.171 -0.436
H -3.733316 -0.922402 6.378192 0.104 -0.281 -0.665
H -6.103230 -1.207421 7.172783 -0.144 -0.529 0.039
H -5.475499 -2.477080 6.083670 0.092 -0.021 -0.016
H -6.634269 -0.594436 4.451936 0.260 -0.047 0.055
H -8.537168 -1.878990 4.243447 -0.033 -0.032 0.060
H -8.214536 -2.724057 5.732466 0.187 0.036 0.153
H -7.777719 -4.238013 4.109178 0.212 -0.182 -0.417
H -6.110117 -3.691585 4.477992 -0.157 -0.206 0.193
H -5.879275 -1.233008 2.755902 -0.089 0.028 0.004
H -5.478189 -2.324473 1.406791 -0.445 0.242 -0.081
H -4.760200 -2.596314 2.900599 -0.457 -0.225 0.708
C 3.401589 0.215031 2.953143 0.530 -0.058 -1.060
O 4.719789 -0.322896 2.868592 -0.235 -0.403 -0.420
C 5.682911 0.436409 2.169473 0.632 0.636 1.619
C 6.997532 -0.328910 2.039860 -0.045 0.630 -1.022
N 7.769820 -0.608716 3.248714 -1.240 -0.361 0.184
C 7.445622 -1.908131 3.868085 1.216 -0.492 0.228
C 6.523489 -1.772983 5.062130 -0.264 -0.507 -0.152
O 7.107301 -0.844499 5.953537 -0.357 0.452 -0.054
C 6.172411 -0.268123 6.861823 0.687 0.177 -0.730
H 2.723183 -0.487537 2.463563 -0.149 -0.106 0.391
H 3.335058 1.124915 2.346206 -0.042 0.233 0.445
H 3.136349 0.380950 3.992970 -0.158 0.147 -0.011
H 5.944546 1.309841 2.805010 -0.164 0.014 -0.173
H 5.356859 0.889529 1.225450 -0.236 -0.577 -0.203
H 7.574759 0.351234 1.395854 0.197 -0.251 0.027
H 6.851358 -1.240671 1.456671 0.041 -0.081 0.170
H 7.464629 0.053907 3.959702 0.507 0.290 -0.104
H 8.383353 -2.368119 4.209330 0.012 0.222 0.136
H 7.094787 -2.633409 3.131327 -0.459 0.225 -0.012
H 6.386749 -2.714793 5.610765 -0.003 -0.185 -0.320
H 5.551482 -1.447826 4.670724 0.013 0.230 0.388
H 5.230565 -0.081724 6.340286 -0.191 -0.150 0.233
H 6.593949 0.702807 7.121020 -0.063 -0.067 0.344
H 6.059092 -0.900643 7.742448 -0.249 0.037 0.070
C 3.775672 3.043397 -1.337920 0.125 -0.659 0.340
O 3.065404 4.258369 -1.315927 0.117 -0.198 -0.308
C 3.159862 5.067682 -2.473505 -0.174 1.152 0.634
C 2.357656 4.513752 -3.640267 0.471 -1.339 -0.202
N 0.998302 4.038071 -3.326791 0.480 1.105 0.836
C 0.144588 5.181735 -2.960159 -0.439 -0.211 0.090
C -1.220875 4.695409 -2.447518 0.944 1.036 -0.976
O -1.226674 4.506297 -1.065160 0.415 -0.494 0.327
C -2.327389 3.720162 -0.650849 -0.701 0.403 -0.225
H 3.682751 2.477662 -2.273295 -0.095 0.099 -0.016
H 3.348749 2.441355 -0.531792 -0.010 -0.050 -0.097
H 4.844597 3.118032 -1.106713 -0.023 0.440 -0.184
H 4.193297 5.259107 -2.789019 0.054 -0.350 0.005
H 2.811056 6.034068 -2.092983 -0.163 -0.009 -0.332
H 2.928265 3.612705 -3.906405 -0.195 0.122 -0.470
H 2.345973 5.163184 -4.514398 0.030 0.179 0.091
H 1.148413 3.528065 -2.453426 -0.328 -0.205 -0.111
H -0.077859 5.797196 -3.837187 0.274 -0.243 -0.243
H 0.648836 5.861340 -2.265293 -0.255 -0.066 0.279
H -1.421984 3.766801 -2.997599 -0.350 -0.011 0.156
H -1.906251 5.490347 -2.773072 -0.515 -0.343 0.352
H -3.246643 4.315973 -0.645589 0.054 0.017 0.094
H -2.160483 3.332523 0.351399 0.210 -0.018 -0.014
H -2.514984 2.908018 -1.362288 0.199 -0.013 0.164
C -2.313903 -2.242691 0.014654 -1.216 0.391 -0.881
C -1.659850 -0.903814 -0.382704 0.785 -0.892 0.403
C -1.018229 -0.349864 0.892502 -0.267 0.768 -0.503
C 0.001943 0.732070 0.576399 -0.329 -0.114 0.751
C 1.113847 0.168315 -0.256814 0.752 0.024 -0.511
C 0.603146 -0.414566 -1.609882 0.076 1.455 2.020
N -0.552082 -1.264691 -1.288703 0.492 -0.685 -0.329
O -1.123989 -1.748622 -2.514789 -0.168 0.203 0.013
C 0.305850 0.751153 -2.544938 -0.235 -0.571 -1.457
C 1.707752 -1.287937 -2.161848 0.102 -1.077 -0.502
C -2.679253 0.014836 -1.019594 -0.384 0.444 0.514
H -1.635020 -3.074088 -0.150191 0.085 -0.030 0.288
H -3.184527 -2.374055 -0.640346 0.141 -0.386 -0.013
H -2.733753 -2.222787 1.021810 0.337 0.002 0.157
H -1.797542 0.095634 1.520411 -0.146 -0.267 -0.007
H -0.562327 -1.170861 1.448900 0.134 0.042 0.001
H 0.309772 1.149328 1.541356 0.464 0.041 -0.220
H -0.454338 1.562202 0.025981 -0.128 -0.057 0.056
H 1.733685 -0.585849 0.243628 -0.407 -0.074 0.294
H 1.819742 0.972432 -0.496259 -0.028 -0.099 -0.154
H -0.370345 1.550171 -2.240142 -0.061 -0.242 0.568
H 1.217814 1.236372 -2.898081 0.125 -0.148 0.150
H -0.153505 0.289277 -3.427930 0.027 0.402 -0.124
H 2.699657 -0.832572 -2.178667 -0.263 0.502 -0.341
H 1.881178 -2.193555 -1.566959 -0.439 0.184 0.233
H 1.429032 -1.655923 -3.154990 0.384 0.283 -0.149
H -3.579166 0.029450 -0.394164 0.133 -0.074 -0.069
H -2.975687 -0.349129 -1.997966 -0.002 0.011 -0.047
H -2.335882 1.047636 -1.089877 0.092 -0.234 -0.132
H -0.576938 -2.503688 -2.749642 -0.067 -0.143 0.078
C 5.554467 -0.054761 -1.863315 -1.572 -0.310 0.086
C 5.951039 -1.477348 -1.562617 1.195 0.512 0.487
O 6.862771 -2.054407 -2.477865 -0.339 -0.454 -0.487
O 6.498980 0.940784 -1.558974 0.340 -0.015 0.202
H 4.675156 0.067345 -1.209664 0.241 0.541 0.094
H 5.141150 0.073701 -2.868885 0.290 -0.097 -0.076
H 5.056321 -2.089976 -1.451688 0.071 -0.207 -0.432
H 6.446864 -1.457141 -0.583764 -0.224 -0.005 0.095
H 7.469031 -1.387257 -2.809793 0.011 0.087 0.167
H 7.029442 1.152240 -2.331981 -0.105 -0.019 -0.080
C -0.893721 3.574809 -6.314670 1.666 1.180 -0.117
C -1.311405 2.863208 -7.557362 -1.971 -1.774 0.334
O -0.234405 2.347330 -8.323241 -0.049 0.420 0.022
O -0.274475 2.669696 -5.419393 -0.768 -0.165 0.011
H -1.650303 4.195535 -5.822852 -0.500 -0.401 -0.191
H -0.114525 4.298570 -6.628706 -0.190 0.045 -0.026
H -2.068688 3.359160 -8.169603 0.781 0.824 -0.276
H -1.956421 2.013310 -7.252890 0.457 -0.010 0.223
H -0.042428 1.485394 -7.947917 0.127 -0.005 -0.068
H -0.036691 3.173333 -4.613965 0.537 -0.279 -0.141
C -4.164711 0.309253 -4.610037 0.256 -1.091 0.077
C -4.465889 0.979004 -5.908496 -0.605 0.652 -0.641
O -4.421064 0.069142 -7.002708 0.107 0.014 0.543
O -2.861256 -0.282824 -4.766869 -0.094 0.573 0.302
H -4.837168 -0.538285 -4.430042 -0.408 0.328 -0.068
H -4.275398 0.998855 -3.767532 0.384 0.082 -0.010
H -3.784908 1.819200 -6.092921 0.236 -0.163 0.174
H -5.461130 1.434102 -5.885032 -0.068 -0.217 0.067
H -3.806713 -0.609008 -6.694562 0.111 -0.112 -0.344
H -2.615131 -0.719125 -3.943230 0.211 -0.122 -0.037
C 2.087375 -4.068535 0.498309 0.334 0.866 0.519
C 1.812322 -5.174664 -0.468461 0.342 -0.308 -0.485
O 3.069409 -5.687788 -0.906418 0.271 0.162 0.037
O 2.430954 -4.548792 1.795689 -0.506 0.237 0.355
H 1.237431 -3.381693 0.582626 -0.333 -0.490 0.314
H 2.870868 -3.369906 0.173455 0.181 -0.486 -0.444
H 1.233291 -4.787693 -1.316347 0.003 -0.086 0.010
H 1.267406 -5.984277 0.021627 -0.315 0.243 0.106
H 2.993796 -6.598751 -1.200555 -0.166 0.034 -0.013
H 3.291881 -4.977216 1.785407 0.038 0.058 -0.281
C 2.451803 1.168752 -5.760000 -0.370 0.224 -2.016
C 3.894744 1.367133 -6.134910 0.380 -0.100 0.085
O 4.785821 0.995944 -5.079152 0.055 0.247 -0.030
O 2.108179 -0.213066 -5.913240 0.196 -0.027 0.718
H 1.878076 1.710377 -6.521889 0.003 0.239 0.250
H 2.189444 1.633837 -4.811038 0.070 -0.433 0.286
H 4.061181 2.408024 -6.422931 0.151 0.112 0.591
H 4.165498 0.815698 -7.041263 -0.346 -0.237 0.046
H 4.672520 0.049331 -4.941722 -0.020 -0.033 -0.100
H 1.247816 -0.263235 -6.334508 -0.074 -0.020 0.186
C -2.309701 -6.309261 1.613552 0.440 0.699 -1.104
C -3.696014 -5.732615 1.540331 -0.642 0.005 0.998
O -4.667766 -6.624309 1.010193 0.206 0.240 -0.173
O -2.283501 -7.350999 2.562339 0.027 0.091 0.332
H -1.649148 -5.449410 1.820463 0.083 -0.321 0.648
H -1.940592 -6.630325 0.630562 -0.408 -0.315 -0.003
H -3.736868 -4.761791 1.043893 0.145 -0.267 -0.544
H -3.982022 -5.480292 2.573166 0.103 -0.054 -0.003
H -4.972001 -7.163670 1.743994 -0.003 -0.116 -0.081
H -1.728214 -8.076168 2.269649 0.042 0.104 -0.110
C -6.472427 2.844027 -0.240273 0.614 0.482 1.761
C -6.288420 1.351799 -0.387250 -0.988 0.320 0.138
O -6.818226 0.848545 -1.607457 0.518 -0.048 -0.261
O -5.639454 3.655868 -1.037963 -0.066 -0.132 -0.583
H -6.131746 3.079245 0.782436 0.032 -0.177 -0.081
H -7.514397 3.182452 -0.182919 -0.108 -0.239 -0.795
H -6.821849 0.897794 0.455057 0.219 -0.126 0.073
H -5.227698 1.114234 -0.303425 -0.114 -0.088 -0.267
H -7.740834 0.615860 -1.480420 -0.008 0.039 0.029
H -5.642212 3.328108 -1.944236 -0.194 -0.003 -0.021
C 0.461010 -2.976002 4.574109 1.463 -1.481 -0.331
C -0.863514 -3.659089 4.306622 -0.162 2.088 0.053
O -1.801071 -2.608983 3.958407 -0.029 -0.544 0.194
O 0.911283 -2.162996 3.492850 -0.561 0.508 0.123
H 1.231064 -3.753798 4.670527 -0.212 -0.091 0.444
H 0.457817 -2.420014 5.510567 -0.223 0.347 -0.172
H -1.180562 -4.074931 5.261779 -0.231 -0.497 -0.258
H -0.799171 -4.365463 3.482336 0.020 -0.290 0.178
H -1.260256 -1.880963 3.629787 -0.081 -0.020 -0.212
H 1.537141 -2.681886 2.979911 0.060 -0.165 -0.104
C 1.171181 4.305610 1.702272 -1.157 0.055 -1.207
C 2.264446 4.466189 2.713666 0.600 -0.408 0.570
O 2.164681 3.482116 3.753454 0.027 0.089 -0.290
O 1.186989 5.433358 0.845894 0.144 0.620 0.344
H 0.184291 4.191475 2.182559 0.158 0.241 0.303
H 1.225510 3.425178 1.047162 0.631 -0.288 0.482
H 2.275358 5.456344 3.175853 -0.310 0.157 -0.313
H 3.244462 4.350811 2.247554 -0.054 -0.149 -0.030
H 1.470036 3.784352 4.345082 -0.016 -0.120 0.073
H 0.616318 5.276156 0.088881 -0.182 -0.209 0.000
```
Positions in Å, forces in eV/Å.

- Frontier orbital gap: 8.51 eV
- LUMO energy: 0.0087 Eh
- ΔE to the lowest compared entry with this formula, charge and spin: 0.0 kcal/mol
- E_tot: -3884.97432 Ha

Löwdin population analysis, charges in e, atoms 1 to 5: number 1, C, carries -0.0931; number 2, O, carries -0.2140; number 3, C, carries -0.2372; number 4, C, carries -0.2014; number 5, N, carries -0.0649